(1)
Density functional theory data (the ωB97M-V functional and the def2-TZVPD basis) for C18H44BBaF6NO18P3 as an isolated structure.

Cartesian coordinates (Å):
N1 0.16072 4.69401 -3.83102
C1 6.84150 2.55305 3.52111
H1 -3.76431 9.95746 4.74622
H2 2.00640 4.46632 -2.88334
H3 5.40026 -6.46331 -0.94509
H4 1.04377 1.12223 0.97889
O1 8.08688 1.26156 6.04871
F1 -0.09571 -8.38067 -1.65539
H5 5.53632 1.77228 4.96059
C2 0.74211 7.82975 5.38008
O2 -0.74667 -5.55828 -7.07889
H6 7.09065 3.54491 3.14398
H7 1.22651 6.07845 -2.55830
H8 1.99272 -3.78676 -9.35626
O3 -1.02788 4.92072 -3.66555
H9 6.25324 1.98168 2.80307
C3 5.99505 2.73613 4.74005
H10 5.23362 -4.75320 -1.55212
C4 7.92856 2.77392 7.90671
O4 -2.09311 -3.38633 -7.68514
O5 -0.38372 7.65062 6.16421
H11 -5.59632 -5.17221 -1.38404
F2 0.12571 -8.72962 0.43448
H12 -6.84923 -4.82335 1.17425
C5 1.44136 -6.97506 -0.39812
H13 2.12192 -3.08174 -7.73757
C6 -2.76405 10.38707 4.69140
C7 0.85242 -8.35993 -0.66954
P1 -6.46263 -2.65134 -0.31209
C8 3.36447 -5.56655 -0.83015
H14 0.89602 -1.92402 -5.05541
O6 -2.02027 7.35724 4.20329
H15 -0.79578 5.66992 3.93045
H16 -0.77216 -1.44886 -5.03922
H17 -4.88414 -0.62960 -0.88079
H18 1.86018 -4.82432 -7.88201
H19 5.27607 3.50796 4.46534
H20 4.69372 -6.06399 -2.49208
H21 -2.53025 10.71033 3.67703
B1 0.60365 0.36043 1.60356
O7 -1.79260 9.61669 5.28672
C9 -2.96567 -4.17919 -8.44848
C10 -7.83475 -4.63693 0.74751
O8 2.74953 -6.88661 -0.80127
O9 0.75787 -6.03471 0.09715
H22 -5.19720 -4.51257 -2.93059
Ba1 -1.12645 -2.67453 4.03715
C11 4.77019 -5.73505 -1.45572
H23 -5.94793 0.65478 -1.34945
H24 -5.89168 -0.66645 -2.38805
H25 1.20605 0.09312 2.45790
H26 -2.48231 -5.08054 -8.82533
H27 7.74446 1.97283 3.71117
H28 -2.48124 5.60438 3.24156
H29 0.42985 -0.55198 1.05443
O10 -2.90953 7.72692 6.75895
H30 1.17014 8.82238 5.51999
H31 -2.16831 5.37536 4.98425
H32 -8.07984 -5.38527 -0.00616
H33 3.48159 -5.17234 0.17930
H34 -6.82673 -5.18106 -2.60158
F3 1.76621 -9.32840 -0.89636
C12 -1.85108 5.89718 4.08137
F4 7.30655 3.92705 8.21403
F5 7.68554 1.91018 8.83160
O11 0.29239 -3.48026 -8.29985
P2 -1.93655 8.03669 5.68278
F6 9.25673 3.00754 7.95963
C13 -0.02717 -1.97933 -5.63225
C14 7.62286 2.29887 6.51207
H35 2.79701 -4.82345 -1.39039
H36 1.55277 7.11450 5.51919
O12 -5.25291 -2.87122 0.52572
C15 1.63413 -3.85635 -8.32928
H37 -2.83605 11.26562 5.33255
H38 -3.34114 -3.68879 -9.34661
H39 -3.78021 -4.57221 -7.84009
C16 -6.00672 -4.58298 -2.20409
H40 -0.39132 0.68529 1.86574
H41 0.18033 -1.41364 -6.54057
C17 -5.85996 -0.43136 -1.32419
O13 -0.31165 -3.37450 -5.78493
O14 0.63139 4.25971 -4.85843
H42 -8.51341 -4.67195 1.59974
H43 0.46595 7.70668 4.33285
O15 -7.83723 -3.31260 0.29646
O16 -6.45116 -3.30595 -1.83660
O17 -6.91667 -1.09051 -0.63151
H44 0.50558 4.75962 -1.82589
O18 6.65378 3.07405 5.92691
C18 1.07651 5.01095 -2.71974
P3 -0.70752 -4.09658 -7.17059

## Properties
Charge = +1
E = -103256.311 eV


(2)
Density functional theory data (the ωB97M-V functional and the def2-TZVPD basis) for C20H27Cl32FInO as an isolated structure.

Cartesian coordinates (Å):
H1 4.70622 -1.63512 1.44052
Cl1 -8.19821 3.95787 -2.89990
Cl2 1.57467 -5.05518 -0.48749
Cl3 8.33174 1.31083 -0.22449
C1 2.80125 -0.60552 1.46895
Cl4 5.63578 7.21845 -0.75186
H2 3.20119 0.19600 0.84322
Cl5 5.68617 4.63972 -2.01664
H3 0.14045 0.91463 0.82017
H4 -2.23162 0.31722 0.66079
H5 -4.28898 0.59314 1.81086
F1 -7.92629 -0.37734 -0.98841
C2 -0.94666 -0.25897 2.27171
Cl6 -0.72680 -6.67204 0.14862
H6 4.86263 -3.93942 2.87794
H7 -1.94143 1.56575 1.84982
Cl7 4.55553 4.01773 -4.96929
Cl8 5.53102 1.26222 -0.89153
C3 6.69925 1.57179 0.40027
H8 -7.92246 -2.48984 2.72019
C4 3.99057 4.27577 -6.62002
Cl9 5.83320 -3.46834 6.01218
H9 -0.89158 -0.14967 3.35769
C5 1.32019 -0.84906 1.17013
H10 -7.08725 -3.34941 -0.97762
C6 -2.15970 0.49771 1.73641
H11 4.28677 -4.24521 1.22279
C7 6.01671 0.75438 -9.61885
H12 3.34023 -4.79148 2.62613
H13 3.49622 -2.28419 0.29087
C8 0.63466 -5.77792 0.82526
Cl10 6.40302 0.47231 1.74943
H14 -5.66500 -2.98524 3.25531
Cl11 -7.59402 5.40653 0.67904
C9 5.66031 6.38618 -2.31164
Cl12 4.55484 1.25394 -10.47197
C10 -9.15068 2.46546 -3.03481
H15 -4.01591 -2.65811 1.09324
Cl13 6.53963 3.24063 0.94752
Cl14 7.72811 -2.95018 3.89838
C11 -3.48748 0.21044 2.44621
C12 3.97381 -3.99497 2.24019
H16 -2.89641 -1.84122 2.91436
Cl15 -4.76908 5.17694 0.13757
Cl16 -8.15407 1.20181 -3.73881
C13 3.64331 -1.85999 1.29279
O1 3.22651 -2.80304 2.26887
Cl17 0.04177 -4.51428 1.89612
Cl18 6.58089 -0.78873 -10.27165
Cl19 7.81488 -1.39400 6.32264
Cl20 7.27677 1.97209 -9.84523
C14 0.38085 0.26223 1.66505
H17 -7.10845 -0.97631 2.35862
Cl21 5.66391 0.57075 -7.90074
H18 -1.01537 -1.31875 2.02462
C15 -5.84704 -2.75686 2.19631
Cl22 -6.45605 2.83674 0.06888
C16 -4.65339 -1.95912 1.64141
Cl23 -9.71708 1.97746 -1.45281
H19 1.19699 -0.99768 0.09340
Cl24 1.66850 -6.88758 1.74015
Cl25 4.23446 6.85036 -3.23811
H20 -3.53614 0.79922 3.36617
Cl26 7.11578 6.84542 -3.20092
C17 6.75168 -2.21653 5.17605
C18 -6.16959 4.36878 0.86911
H21 2.91252 -0.27512 2.50765
C19 -7.19158 -2.02373 2.05101
Cl27 -10.53940 2.78267 -4.10374
H22 -9.75018 -2.60064 -0.01823
C20 -3.80271 -1.26444 2.73067
Cl28 5.63908 -1.04790 4.46277
H23 0.91466 0.88643 2.38457
Cl29 5.37593 4.56845 -7.67558
H24 -5.02075 -1.21727 0.93011
In1 -8.01467 -2.19226 0.00250
H25 -4.37249 -1.30299 3.66408
Cl30 2.91431 5.67840 -6.66405
Cl31 3.11858 2.84815 -7.17894
H26 -5.91641 -3.72161 1.68789
Cl32 -5.86255 4.13580 2.59230
H27 1.05190 -1.79310 1.64381

## Properties
Charge = -1
E = -431832.065 eV


(3)
Density functional theory data (the ωB97M-V functional and the def2-TZVPD basis) for one molecule with the formula C5H7NO.

Cartesian coordinates (Å):
H1 0.86643 -2.44223 -1.68164
C1 0.70541 1.44486 0.78213
N1 0.64685 -1.45310 -1.65903
C2 -1.52509 0.57097 -0.05835
C3 -0.11123 0.23725 0.32210
C4 0.38002 -0.99669 -0.39379
O1 -2.21795 -0.15262 -0.74160
H2 -0.13371 -1.25668 -2.27836
H3 -1.89409 1.57513 0.24641
H4 1.77825 1.29542 0.63434
H5 0.31536 -1.66558 1.81059
C5 0.23168 -1.12405 0.88325
H6 0.41586 2.37829 0.28510
H7 0.54223 1.59021 1.85890

## Properties
SMILES = C[C@]1(C=O)C=C1N
Energy relative to the best compared isomer or geometry (same formula, charge and spin) = 64.5 kcal/mol


(4)
Density functional theory data (the ωB97M-V functional and the def2-TZVPD basis) for a 4-piece molecular cluster, C18H41NO6P overall.

Cartesian coordinates (Å):
C1 1.68103 -4.14896 -4.71409
H1 3.78081 -7.70106 -2.18527
C2 1.97191 -1.94156 -3.96709
C3 -1.43220 6.63162 4.17639
H2 -0.19404 2.51306 3.48437
O1 0.64346 8.09159 4.62170
C4 -1.29716 -1.14376 -1.41413
N1 -3.00820 4.27737 2.41823
H3 -1.78355 5.79316 1.13133
C5 -2.58261 0.36336 -0.15299
O2 0.12872 4.67065 3.77479
H4 3.05248 -8.67922 1.50275
H5 -0.00056 6.36087 2.51136
H6 2.50253 -9.11654 -0.12634
H7 -2.58619 6.78571 4.03835
H8 0.79357 2.22679 1.82531
C6 -1.73665 4.92691 1.91793
C7 -4.14994 4.37407 1.43073
C8 3.01522 -8.34653 0.46236
H9 3.59006 -3.17817 -4.65610
C9 4.02851 -7.13911 -1.27850
H10 4.99656 -7.54278 0.59826
H11 2.21258 -4.58348 -2.66036
C10 2.31472 -7.01616 0.29298
C11 -1.95950 -1.01272 -0.06695
P1 0.47747 3.43965 2.59196
O3 2.86014 -6.40617 -0.88501
H12 -3.33985 5.30747 -0.52353
H13 -1.87253 1.13991 0.15162
O4 -2.90941 0.58626 -1.53166
H14 -2.74354 -1.77226 0.03661
H15 2.71563 -1.22652 -3.60368
H16 -4.85812 3.43920 1.65459
H17 1.23175 -7.12253 0.18552
H18 -0.33887 -0.61111 -1.40951
C12 4.37083 -8.06724 -0.13350
H19 -0.86279 8.55906 3.08008
C13 2.55696 -2.94349 -4.93843
H20 2.14197 -5.09072 -5.02245
H21 -2.92825 3.40779 -0.37635
H22 0.45917 -4.51719 -2.94575
H23 1.17611 8.85046 4.19418
C14 -2.27824 -0.43215 -2.32007
C15 -0.74699 5.62232 3.07341
H24 1.17663 4.31583 1.64461
H25 -1.23800 6.18812 5.26081
H26 -4.71831 4.04229 -0.76468
H27 -1.26929 -1.11627 0.77410
H28 4.90275 -8.96558 -0.45687
C16 -0.76236 8.15515 4.17387
H29 4.83938 -6.44252 -1.51026
H30 -4.85371 5.32304 1.60244
H31 2.51841 -6.35029 1.13865
H32 -1.79302 0.02246 -3.18861
H33 -3.48399 0.45516 0.45919
H34 2.55748 -2.58620 -5.97132
O5 1.44343 -2.69088 -2.86421
O6 -0.92702 3.72063 1.54083
H35 1.80366 3.20716 3.14686
H36 -3.05948 -1.11356 -2.67321
H37 -1.11201 -2.17816 -1.71452
H38 0.73960 -4.03113 -5.26379
H39 -3.35850 4.79433 3.27682
H40 -1.34696 8.84390 4.93885
H41 1.14452 -1.38518 -4.42012
C17 -3.71736 4.24270 -0.14732
C18 1.42117 -4.07884 -3.22519

## Properties
Charge = -1
Energy relative to the best compared isomer or geometry (same formula, charge and spin) = 79.7 kcal/mol


(5)
Density functional theory data (the ωB97M-V functional and the def2-TZVPD basis) for C4H12FNa2O2S2 as an isolated structure.

Cartesian coordinates (Å):
H1 4.21682 1.08812 -1.15086
H2 -1.84970 -3.23604 1.30845
O1 1.57881 -1.19582 -1.46499
S1 1.89829 0.32104 -1.54246
H3 -0.97352 0.37387 -1.49058
C1 0.76280 1.24068 -0.36505
H4 3.89989 -0.45463 -0.30419
H5 1.27970 1.98844 0.23642
F1 -0.75767 1.29505 1.12721
H6 -2.75775 -1.78448 1.22628
Na1 -2.37203 0.82843 1.69545
H7 0.31061 0.57313 0.36842
H8 3.29625 0.92387 0.38489
H9 -1.11236 -1.55373 1.52782
C2 -1.30688 -0.10359 -0.56915
H10 0.04634 1.83256 -0.93467
C3 3.47638 0.50374 -0.60463
Na2 -0.48825 2.93507 2.06042
C4 -1.78512 -2.20281 0.96729
O2 -3.06998 -2.07780 -1.46632
S2 -1.71475 -1.85943 -0.85721
H11 -0.46035 0.00769 0.10843
H12 -2.11755 0.55666 -0.26095

## Properties
Charge = +1
Energy relative to the best compared isomer or geometry (same formula, charge and spin) = 152.0 kcal/mol


(6)
Density functional theory data (the ωB97M-V functional and the def2-TZVPD basis) for one molecule with the formula C4H5NO.

Cartesian coordinates (Å):
C1 1.77750 0.05750 -0.19459
H1 -1.64786 1.68133 0.47616
O1 -1.76139 -0.35006 -0.18167
H2 -0.62798 -0.33408 1.60511
C2 -0.54155 -0.23399 0.52305
H3 0.98669 -1.78643 0.45448
N1 2.59073 0.87704 -0.25889
C3 0.67190 -0.90300 -0.11162
H4 -0.71326 1.28778 -1.06309
H5 0.40396 -1.22571 -1.12436
C4 -1.13875 0.92963 -0.12458

## Properties
SMILES = N#CC[C@H]1CO1
Energy relative to the best compared isomer or geometry (same formula, charge and spin) = 37.1 kcal/mol


(7)
Density functional theory data (the ωB97M-V functional and the def2-TZVPD basis) for a 2-piece molecular cluster, C4H7NO overall.

Cartesian coordinates (Å):
C1 -0.52897 0.09418 -0.33745
N1 2.95677 -1.55945 0.54189
H1 -2.65228 -0.21575 -0.19101
H2 0.41718 1.96397 -0.74804
C2 2.08314 -2.11883 0.03560
H3 -1.85966 0.29746 1.31354
H4 0.58523 1.43669 0.92853
C3 0.58524 1.08868 -0.11009
O1 -0.34907 -0.95701 -0.92114
H5 1.24938 -2.60277 -0.43222
H6 -2.15009 1.48798 0.04872
H7 1.55066 0.64353 -0.35536
C4 -1.88753 0.44133 0.22704

## Properties
SMILES = CC(C)=O.C#N
Energy relative to the best compared isomer or geometry (same formula, charge and spin) = 30.7 kcal/mol


(8)
Density functional theory data (the ωB97M-V functional and the def2-TZVPD basis) for C41H35BN13OZr as an isolated structure.

Cartesian coordinates (Å):
C1 -1.96375 3.85787 -0.34277
C2 -0.17564 -1.06050 -3.13948
N1 -0.71434 -1.25321 1.36150
C3 -3.89403 4.45250 -1.73124
H1 -2.64242 1.04552 2.63126
C4 3.71998 -0.65352 -3.12291
C5 -4.93469 3.92603 2.90592
N2 -3.21550 -2.18952 0.96481
C6 2.04793 -4.58010 0.40448
O1 2.88896 0.37920 1.06382
N3 -3.20421 0.93510 1.85380
H2 -3.48014 5.16442 0.31384
C7 -6.01904 3.83392 1.97063
H3 5.94491 0.31116 6.20922
H4 2.56996 -5.55371 0.44027
H5 3.64580 -3.02269 0.17351
H6 5.04826 -1.54213 -4.52025
H7 -3.90824 3.59448 -3.73847
H8 1.20597 1.33672 -3.71898
N4 -6.29344 5.45230 -1.55696
H9 -0.60433 0.01248 4.31074
C8 4.22539 -0.85401 -4.38073
C9 5.49415 0.11646 5.22266
C10 6.22929 -0.63711 4.28412
H10 -1.93797 2.13381 -3.24181
B1 -0.84194 -2.24872 0.21426
H11 6.31230 -1.19077 2.14486
C11 3.98658 -0.34383 1.35100
C12 -3.44948 3.64196 -2.75659
H12 -0.11101 -4.98167 0.28974
H13 2.88705 1.19025 3.31583
C13 -2.26719 2.92417 -2.55762
H14 -2.06408 -1.55807 -4.18654
C14 0.25329 0.46937 2.31804
C15 -4.23612 1.92236 1.94383
H15 5.14329 -2.80522 -2.83128
C16 -0.25427 2.43332 -1.35149
N5 2.61175 0.14622 -2.92526
H16 7.13865 -1.13372 4.56734
H17 -2.04343 -4.79024 -0.64442
C17 0.70736 -4.35075 0.25695
H18 -2.78296 3.33139 3.02287
H19 -5.22936 -2.54664 1.20600
C18 3.64727 -0.19299 -5.47269
Zr1 1.72107 -0.11581 -0.57927
C19 2.63253 -3.34094 0.28079
C20 -0.36271 -0.27936 3.32786
H20 0.86919 1.30603 2.31562
C21 -2.70423 -4.11907 -0.13150
C22 4.31017 0.74550 4.85361
N6 0.48145 -3.03161 0.20710
C23 -3.89089 3.00939 2.76329
C24 0.75480 1.82899 -1.05080
H21 -5.32618 0.89785 0.29645
H22 -4.87714 4.79111 3.57757
H23 -6.72140 4.62940 2.01686
N7 3.90692 -0.85524 -0.80357
C25 -5.26463 4.98414 -1.71871
N8 1.71958 -2.38591 0.14271
H24 2.18728 1.25042 -6.08923
C26 2.14631 0.89255 -3.96537
C27 5.75953 -0.69956 3.01641
C28 -1.47108 -1.46657 -3.29810
N9 -2.21098 -2.95931 0.38085
C29 5.57031 -2.06782 -2.14284
H25 -2.86690 -2.05024 -1.71026
C30 -4.32783 -3.00680 0.84844
N10 0.21981 -1.12856 -1.86868
H26 4.08110 -0.33284 -6.48744
H27 5.85779 -2.65332 -1.27370
N11 -0.91985 -1.50595 -1.20414
H28 3.82255 1.37386 5.58025
C31 4.52538 -0.12407 2.65986
H29 0.48513 -0.75440 -3.92060
H30 6.48081 -1.59056 -2.51638
C32 -3.13928 4.56548 -0.52191
N12 0.03793 -0.14880 1.16293
C33 3.78669 0.60708 3.59150
C34 -1.02679 -1.30922 2.66377
C35 4.37858 -1.23881 -1.93793
C36 -1.50823 3.08697 -1.42537
C37 -1.91505 -1.74801 -2.02115
C38 -5.28900 1.77643 1.03817
C39 -4.07250 -4.17070 0.07598
H31 -1.57831 -2.19468 3.04242
C40 2.62512 0.74842 -5.25674
H32 -6.99681 2.87278 0.30591
C41 -6.24242 2.85254 1.04273
N13 4.59233 -1.05701 0.40772
H33 -3.58043 0.05869 1.41376
H34 -4.75513 -4.99252 -0.21913
H35 -1.34515 3.92817 0.60843

## Properties
Charge = +2
Expectation value of S² = 0.78
2S+1 = 2
Energy relative to the best compared isomer or geometry (same formula, charge and spin) = 49.0 kcal/mol


Computed max |F| (Eh/bohr) in order:
0.094; 0.012; 0.009; 0.077; 0.097; 0.021; 0.023; 0.121